Here is C19H19F3N6 in the gas phase in a non-equilibrium geometry from OMol25. Energies are from ωB97M-V/def2-TZVPD.

Geometry as XYZ:
```
47
C19H19F3N6 (ωB97M-V/def2-TZVPD)
F -2.09 1.78 -7.81
F -1.17 3.60 -7.04
F 0.07 1.96 -7.74
N -0.68 -0.17 -4.36
N -1.60 1.79 -3.49
N 1.40 1.46 6.09
N -0.87 -0.19 5.46
C -1.12 0.54 -3.34
C 0.31 1.32 6.93
C -0.78 0.48 6.61
C -0.71 0.32 -5.58
C -1.56 2.35 -4.70
C 2.34 0.01 2.88
C -1.07 1.64 -5.77
C 1.23 -0.77 2.54
C 2.40 0.73 4.08
C 0.15 -0.80 3.42
C 1.32 0.70 4.97
C 0.18 -0.09 4.64
N -1.06 0.00 -2.08
N 0.15 -1.09 0.29
C -1.05 2.26 -7.10
C 1.04 -3.08 1.60
C -1.15 -1.46 -1.80
C -0.89 0.85 -0.90
C -0.03 -1.98 -0.90
C 0.30 0.33 -0.08
C 1.19 -1.56 1.24
H 0.33 1.82 7.86
H -1.59 0.37 7.33
H -0.30 -0.25 -6.43
H -2.00 3.36 -4.87
H 3.19 0.13 2.21
H 3.31 1.30 4.33
H -0.78 -1.29 3.15
H -0.02 -3.31 1.88
H 1.68 -3.39 2.43
H 1.31 -3.69 0.76
H -2.10 -1.62 -1.34
H -1.17 -2.08 -2.72
H -1.81 0.88 -0.30
H -0.66 1.89 -1.21
H 0.88 -2.04 -1.50
H -0.29 -3.03 -0.65
H 1.25 0.51 -0.61
H 0.33 0.96 0.82
H 2.16 -1.42 0.79
```

Calculated values
ΔE to the lowest compared entry with this formula, charge and spin   0.0 kcal/mol
HOMO-LUMO gap   0.297 Ha
Structure (SMILES)   C[C@H](c1ccc2nccnc2c1)N1CCN(c2ncc(C(F)(F)F)cn2)CC1
Multiplicity   1

---

Here is a molecular structure, C63H46F2GeNP3Pd from OMol25. Energies are from ωB97M-V/def2-TZVPD.

Geometry as XYZ:
```
117
C63H46F2GeNP3Pd (ωB97M-V/def2-TZVPD)
Pd 0.11 -0.09 0.32
F 3.36 -2.34 -2.11
Ge 2.40 -1.49 -0.92
C 0.84 -1.10 -2.09
C 1.36 -0.59 -3.29
C 0.57 -0.46 -4.42
C -0.76 -0.83 -4.39
C -1.32 -1.31 -3.21
C -0.54 -1.43 -2.06
P -1.30 -1.96 -0.49
C -1.52 -3.75 -0.52
C -0.41 -4.58 -0.38
C -0.56 -5.96 -0.49
C -1.81 -6.50 -0.74
C -2.92 -5.67 -0.89
C -2.78 -4.30 -0.78
C -2.90 -1.17 -0.29
C -3.77 -1.65 0.70
C -4.95 -0.99 0.96
C -5.28 0.16 0.26
C -4.41 0.66 -0.70
C -3.22 0.01 -0.97
C 3.54 0.05 -0.51
C 4.84 -0.35 -0.21
C 5.79 0.54 0.27
C 5.43 1.87 0.47
C 4.15 2.30 0.15
C 3.20 1.40 -0.36
P 1.53 2.07 -0.90
C 1.26 3.43 0.24
C 1.44 3.25 1.61
C 1.17 4.29 2.49
C 0.71 5.51 2.00
C 0.51 5.68 0.64
C 0.78 4.64 -0.24
C 1.88 2.70 -2.56
C 3.18 3.08 -2.92
C 3.45 3.58 -4.18
C 2.43 3.70 -5.11
C 1.14 3.33 -4.77
C 0.86 2.82 -3.51
C 2.44 -2.82 0.53
C 3.27 -3.91 0.26
C 3.50 -4.89 1.23
C 2.92 -4.77 2.48
C 2.11 -3.69 2.76
C 1.85 -2.72 1.79
P 0.83 -1.29 2.25
C -0.65 -1.95 3.05
C -1.45 -1.12 3.84
C -2.62 -1.61 4.40
C -3.02 -2.92 4.17
C -2.24 -3.74 3.37
C -1.07 -3.26 2.80
C 1.81 -0.46 3.53
C 2.97 0.22 3.13
C 3.80 0.80 4.07
C 3.49 0.71 5.42
C 2.35 0.03 5.83
C 1.52 -0.56 4.88
H 2.40 -0.32 -3.35
H 1.01 -0.08 -5.33
H -1.38 -0.76 -5.28
H -2.36 -1.58 -3.18
H 0.56 -4.17 -0.18
H 0.30 -6.60 -0.38
H -1.93 -7.57 -0.83
H -3.89 -6.10 -1.10
H -3.64 -3.66 -0.91
H -3.51 -2.54 1.26
H -5.63 -1.38 1.72
H -6.22 0.66 0.45
H -4.66 1.56 -1.25
H -2.54 0.43 -1.70
H 5.13 -1.39 -0.33
H 6.79 0.21 0.50
H 6.15 2.58 0.85
H 3.89 3.34 0.29
H 1.81 2.31 2.00
H 1.33 4.15 3.55
H 0.52 6.33 2.69
H 0.17 6.64 0.26
H 0.63 4.79 -1.30
H 4.00 2.98 -2.22
H 4.46 3.88 -4.44
H 2.64 4.09 -6.10
H 0.34 3.42 -5.49
H -0.15 2.54 -3.26
H 3.74 -4.01 -0.71
H 4.14 -5.73 1.00
H 3.11 -5.52 3.24
H 1.67 -3.59 3.75
H -1.14 -0.10 4.05
H -3.21 -0.96 5.04
H -3.93 -3.30 4.63
H -2.55 -4.77 3.19
H -0.48 -3.92 2.18
H 3.23 0.29 2.08
H 4.69 1.32 3.75
H 4.14 1.17 6.16
H 2.11 -0.06 6.88
H 0.65 -1.11 5.22
F -0.22 1.87 -1.23
N -6.24 6.01 4.98
C -5.53 5.28 4.45
C -4.64 4.36 3.80
C -3.52 4.86 3.12
C -2.67 3.99 2.49
C -2.94 2.59 2.54
C -4.07 2.10 3.24
C -4.91 2.98 3.87
C -2.08 1.72 1.90
C -1.31 0.92 1.33
H -3.34 5.93 3.09
H -1.80 4.33 1.96
H -4.24 1.04 3.27
H -5.78 2.64 4.41
```

Calculated values
ΔE to the lowest compared entry with this formula, charge and spin   0.0 kcal/mol
HOMO-LUMO gap (alpha / beta)   0.230 / 0.193 Ha
<S²>   6.053
Charge   +2
Multiplicity   5

---

Here is a molecular structure, C52H51P2RbSiTe from OMol25. Energies are from ωB97M-V/def2-TZVPD.

Geometry as XYZ:
```
108
C52H51P2RbSiTe (ωB97M-V/def2-TZVPD)
Rb 0.19 -0.76 -0.88
C -2.57 -2.88 0.46
Si -2.74 -1.20 1.41
C -4.58 -0.87 0.85
C -5.78 -1.45 1.25
C -6.99 -1.12 0.65
C -7.02 -0.21 -0.39
C -5.84 0.37 -0.84
C -4.64 0.05 -0.23
P -2.97 0.63 -0.79
C -2.60 2.08 0.29
C -3.43 2.49 1.33
C -3.08 3.59 2.11
C -1.89 4.27 1.87
C -1.05 3.85 0.85
C -1.42 2.77 0.06
C -3.48 1.56 -2.33
C -3.85 2.90 -2.38
C -4.21 3.50 -3.58
C -4.22 2.76 -4.75
C -3.84 1.43 -4.73
C -3.47 0.84 -3.53
C -2.78 -1.95 3.19
C -3.83 -2.18 4.09
C -3.63 -2.82 5.31
C -2.37 -3.26 5.66
C -1.28 -2.99 4.82
C -1.48 -2.31 3.63
P -0.09 -1.73 2.54
C 0.16 0.00 3.15
C 1.28 0.70 2.69
C 1.51 2.01 3.08
C 0.63 2.64 3.95
C -0.49 1.96 4.40
C -0.73 0.65 4.00
C 1.35 -2.55 3.36
C 1.77 -3.77 2.81
C 2.81 -4.49 3.37
C 3.48 -3.99 4.49
C 3.08 -2.77 5.04
C 2.03 -2.06 4.48
H -3.40 -3.55 0.72
H -1.63 -3.39 0.68
H -2.61 -2.72 -0.62
H -5.78 -2.20 2.04
H -7.91 -1.59 0.98
H -7.97 0.05 -0.86
H -5.87 1.07 -1.67
H -4.35 1.95 1.53
H -3.74 3.90 2.92
H -1.61 5.11 2.50
H -0.10 4.33 0.67
H -0.74 2.47 -0.74
H -3.85 3.48 -1.46
H -4.49 4.55 -3.59
H -4.50 3.23 -5.69
H -3.83 0.84 -5.64
H -3.16 -0.20 -3.51
H -4.83 -1.85 3.83
H -4.47 -2.98 5.97
H -2.21 -3.79 6.60
H -0.29 -3.29 5.13
H 1.97 0.23 2.00
H 2.36 2.53 2.66
H 0.80 3.67 4.24
H -1.20 2.46 5.05
H -1.62 0.14 4.34
H 1.27 -4.14 1.92
H 3.12 -5.42 2.93
H 4.30 -4.54 4.92
H 3.60 -2.37 5.90
H 1.73 -1.12 4.91
C 7.30 5.50 -3.58
C 6.18 4.75 -2.92
C 5.30 5.37 -2.05
C 4.26 4.69 -1.42
C 3.35 5.47 -0.51
C 4.07 3.32 -1.66
Te 2.50 2.27 -0.66
C 4.95 2.67 -2.55
C 4.84 1.21 -2.91
C 5.98 3.40 -3.15
H 7.31 6.54 -3.26
H 7.21 5.48 -4.67
H 8.28 5.07 -3.33
H 5.42 6.44 -1.85
H 3.66 6.51 -0.46
H 3.35 5.04 0.50
H 2.31 5.42 -0.85
H 4.00 0.74 -2.41
H 5.75 0.68 -2.62
H 4.72 1.09 -3.99
H 6.65 2.87 -3.83
C 0.93 -5.94 -4.43
C 2.02 -4.97 -3.97
C 2.76 -4.44 -5.21
C 3.03 -5.73 -3.09
C 1.43 -3.85 -3.21
C 0.93 -2.92 -2.58
H 1.36 -6.77 -5.01
H 0.19 -5.42 -5.04
H 0.40 -6.36 -3.56
H 3.19 -5.26 -5.79
H 3.55 -3.75 -4.91
H 2.07 -3.88 -5.85
H 3.48 -6.56 -3.65
H 2.53 -6.13 -2.21
H 3.82 -5.06 -2.76
```

Calculated values
ΔE to the lowest compared entry with this formula, charge and spin   0.0 kcal/mol
HOMO-LUMO gap   0.189 Ha
Charge   -2
Multiplicity   1

---

Here is a molecular structure, C5H12N2O in a non-equilibrium geometry from OMol25. Energies are from ωB97M-V/def2-TZVPD.

Geometry as XYZ:
```
20
C5H12N2O (ωB97M-V/def2-TZVPD)
C 0.67 -0.80 -1.32
C 2.70 -0.91 1.56
N 1.51 -0.66 1.29
H 1.71 -0.66 -1.60
H 0.05 -1.13 -2.14
H 0.56 -1.54 -0.53
H 3.25 -0.49 2.41
H 3.18 -1.80 1.11
C -2.55 0.13 -0.85
C -1.28 0.65 -0.27
N -0.23 1.30 1.72
C -0.08 0.79 -1.05
O -1.36 0.91 1.00
H 0.76 0.32 1.61
H -0.58 1.38 2.67
H -3.03 0.88 -1.48
H -3.27 -0.14 -0.08
H -2.40 -0.77 -1.45
H -0.29 1.15 -2.05
H 0.68 1.39 -0.55
```

Calculated values
ΔE to the lowest compared entry with this formula, charge and spin   163.1 kcal/mol
HOMO-LUMO gap (alpha / beta)   0.253 / 0.253 Ha
Multiplicity   1

---

What is the ΔE to the lowest compared entry with this formula, charge and spin in the first record?
0.0 kcal/mol

---

Please write out number 1 again, unchanged.
Here is C19H19F3N6 in the gas phase in a non-equilibrium geometry from OMol25. Energies are from ωB97M-V/def2-TZVPD.

Geometry as XYZ:
```
47
C19H19F3N6 (ωB97M-V/def2-TZVPD)
F -2.09 1.78 -7.81
F -1.17 3.60 -7.04
F 0.07 1.96 -7.74
N -0.68 -0.17 -4.36
N -1.60 1.79 -3.49
N 1.40 1.46 6.09
N -0.87 -0.19 5.46
C -1.12 0.54 -3.34
C 0.31 1.32 6.93
C -0.78 0.48 6.61
C -0.71 0.32 -5.58
C -1.56 2.35 -4.70
C 2.34 0.01 2.88
C -1.07 1.64 -5.77
C 1.23 -0.77 2.54
C 2.40 0.73 4.08
C 0.15 -0.80 3.42
C 1.32 0.70 4.97
C 0.18 -0.09 4.64
N -1.06 0.00 -2.08
N 0.15 -1.09 0.29
C -1.05 2.26 -7.10
C 1.04 -3.08 1.60
C -1.15 -1.46 -1.80
C -0.89 0.85 -0.90
C -0.03 -1.98 -0.90
C 0.30 0.33 -0.08
C 1.19 -1.56 1.24
H 0.33 1.82 7.86
H -1.59 0.37 7.33
H -0.30 -0.25 -6.43
H -2.00 3.36 -4.87
H 3.19 0.13 2.21
H 3.31 1.30 4.33
H -0.78 -1.29 3.15
H -0.02 -3.31 1.88
H 1.68 -3.39 2.43
H 1.31 -3.69 0.76
H -2.10 -1.62 -1.34
H -1.17 -2.08 -2.72
H -1.81 0.88 -0.30
H -0.66 1.89 -1.21
H 0.88 -2.04 -1.50
H -0.29 -3.03 -0.65
H 1.25 0.51 -0.61
H 0.33 0.96 0.82
H 2.16 -1.42 0.79
```

Calculated values
ΔE to the lowest compared entry with this formula, charge and spin   0.0 kcal/mol
HOMO-LUMO gap   0.297 Ha
Structure (SMILES)   C[C@H](c1ccc2nccnc2c1)N1CCN(c2ncc(C(F)(F)F)cn2)CC1
Multiplicity   1

---

Which formula does entry 1 have?
C19H19F3N6